The following is a quantum chemistry calculation of 2 unconnected molecules or ions with the total composition C2H2ClP at a distorted geometry, from the OMol25 dataset.

Structure (ORCA input):
```
! RIJCOSX wB97M-V def2-TZVPD def2/J DEFGRID3
* xyz 0 1
C 0.38974 -0.11835 -0.07184
C -0.79670 0.49479 0.00752
P 3.10487 -0.19125 0.00409
Cl -2.22535 -0.43950 0.00112
H 0.36664 -1.24972 -0.00924
H -0.83920 1.50403 0.06835
*
```

For the max |F|, the calculation gives 0.0752 hartree/bohr. Its orbital gap (alpha / beta) is 7.3 / 7.4 eV. The HOMO energy (alpha / beta) comes out at -9.222 / -9.345 eV. For the total energy, the calculation gives -23911.01657 eV.

=====

The following is a quantum chemistry calculation of C3H5N3O in the gas phase at a distorted geometry, from the OMol25 dataset.

Structure (ORCA input):
```
! RIJCOSX wB97M-V def2-TZVPD def2/J DEFGRID3
* xyz 0 1
H 1.18394 2.23041 -0.00461
N 1.85866 1.47615 -0.12369
C 1.20869 0.37713 -0.12347
C 1.69373 -0.95420 -0.11627
O 2.83970 -1.25845 0.21239
N -0.19976 0.54460 0.10937
N -0.93443 -0.63589 -0.10526
C -2.20908 -0.51577 0.07995
H 0.91441 -1.74769 -0.42411
H -0.65362 1.46257 0.52349
H -2.82211 0.50378 0.43178
H -2.88011 -1.48263 -0.45959
*
```

For the max |F|, the calculation gives 0.1261 hartree/bohr. Its orbital gap is 9.0 eV. The HOMO energy comes out at -9.313 eV. The SMILES is [H]/N=C(/C=O)NN=C. For the total energy, the calculation gives -9705.72252 eV.

=====

The following is a quantum chemistry calculation of a gas-phase ion, C6H8N (charge +1) at a distorted geometry, from the OMol25 dataset.

Structure (ORCA input):
```
! RIJCOSX wB97M-V def2-TZVPD def2/J DEFGRID3
* xyz 1 1
C 2.46975 -0.26403 -0.56076
C 3.59288 -0.00616 -0.97830
C 0.51680 1.06244 -0.18965
C 1.76642 0.61002 0.45933
C 1.23631 -0.84284 0.12068
C -1.25730 -0.54268 -0.02428
N 0.05213 -0.24971 -0.51746
H -0.17946 1.40589 0.49316
H 0.74389 1.68788 -0.99084
H 2.14328 1.26766 1.26690
H 1.24885 -1.82454 0.57604
H -2.01952 0.21955 -0.21815
H -1.52779 -1.46679 -0.42474
H -1.09292 -0.66399 1.02138
H 0.20760 -0.52382 -1.46727
*
```

For the max |F|, the calculation gives 0.1233 hartree/bohr. Its orbital gap is 10.3 eV. The HOMO energy comes out at -14.819 eV. For the total energy, the calculation gives -7827.64726 eV.

=====

The following is a quantum chemistry calculation of 3 unconnected molecules or ions with the total composition C5H15NO2 at a distorted geometry, from the OMol25 dataset.

Structure (ORCA input):
```
! RIJCOSX wB97M-V def2-TZVPD def2/J DEFGRID3
* xyz 0 1
C -2.30117 2.84943 -0.68790
C -1.50146 2.04087 -1.36347
C -0.30955 1.28874 -0.79039
C -0.80188 -0.06145 -0.21011
C -0.14447 -1.30167 -0.85359
N 0.72743 -2.03711 0.03883
H -3.23602 3.11152 -1.16804
H -2.04112 3.23952 0.28512
H -1.67049 1.65698 -2.35833
H 0.20501 1.88944 -0.03628
H 0.44424 1.11677 -1.55959
H -0.51004 -0.12384 0.84224
H -1.88705 -0.08830 -0.18286
H -0.97815 -1.91645 -1.21562
H 0.40177 -0.99763 -1.74267
H 1.15727 -2.83219 -0.42422
H 0.30227 -2.49587 0.83641
O 3.56453 -1.13183 0.72860
H 3.06238 -1.27463 1.53525
H 2.84152 -0.87760 0.14778
O 0.60696 -0.82856 2.92234
H 1.20191 -1.32042 2.34919
H 0.86609 0.09430 2.90730
*
```

For the max |F|, the calculation gives 0.0357 hartree/bohr. Its orbital gap is 10.4 eV. The HOMO energy comes out at -9.641 eV. The SMILES is C=CCCCN.O.O. For the total energy, the calculation gives -11012.09572 eV.

=====

The following is a quantum chemistry calculation of a molecular structure, C38H33AsF6N4O6SY at a distorted geometry, from the OMol25 dataset.

Structure (ORCA input):
```
! RIJCOSX wB97M-V def2-TZVPD def2/J DEFGRID3
* xyz -2 2
Y -0.17866 0.09926 0.13734
O -1.37819 -1.91712 -0.04244
C -1.67504 -2.81508 -0.89534
C -2.48170 -3.92951 -0.50721
C -2.80514 -4.93331 -1.38296
C -2.36620 -4.91204 -2.71886
C -1.60149 -3.84262 -3.12634
C -1.23629 -2.80677 -2.25412
C -0.46842 -1.71701 -2.81496
N 0.04514 -0.73163 -2.19293
C 0.67803 0.31233 -2.99347
C -0.19127 1.55783 -2.88903
N -0.30642 1.94322 -1.48412
C -0.63627 3.14852 -1.23181
C -0.84989 3.75006 0.07016
C -1.44823 5.01531 0.07861
C -1.77404 5.66695 1.24745
C -1.48925 5.01579 2.45868
C -0.88912 3.78102 2.48498
C -0.52146 3.09631 1.29308
O 0.07783 1.96744 1.33883
H -2.81313 -3.95287 0.52426
H -3.41361 -5.76228 -1.03377
H -2.63398 -5.70239 -3.40790
H -1.25924 -3.78490 -4.15634
H -0.32750 -1.77332 -3.90351
H 0.77284 0.01584 -4.04612
H 1.67322 0.51538 -2.59378
H -1.19088 1.30718 -3.25590
H 0.22326 2.36784 -3.49881
H -0.80379 3.82716 -2.07738
H -1.67978 5.47330 -0.87906
H -2.24990 6.63917 1.23183
H -1.75427 5.49259 3.39746
H -0.66555 3.27972 3.41961
C -8.36671 -2.02530 1.16091
C -7.13302 -1.28571 0.70747
C -7.19325 0.07064 0.39728
C -6.05983 0.76678 -0.00148
C -4.84859 0.09760 -0.09950
C -4.76806 -1.25134 0.21283
C -5.90708 -1.93490 0.60951
S -3.35378 0.93212 -0.59383
O -3.78217 2.29250 -0.88957
O -2.83727 0.20657 -1.75032
N -2.34896 0.76468 0.57146
C -2.75879 0.75008 1.98324
C -1.96546 -0.28131 2.78823
O -2.46992 -0.74334 3.81698
O -0.78241 -0.55761 2.36217
H -9.17285 -1.94270 0.42774
H -8.74218 -1.62457 2.10588
H -8.15583 -3.08490 1.31025
H -8.14317 0.59112 0.47679
H -6.09023 1.82212 -0.23840
H -3.80542 -1.74595 0.16383
H -5.83754 -2.98880 0.85948
H -3.81906 0.53637 2.11238
H -2.56555 1.71189 2.47081
F 2.17873 1.37414 -0.31202
As 3.94987 1.26699 -0.24236
F 3.77468 -0.00492 0.93226
F 3.84898 0.05393 -1.49986
F 4.04206 2.50106 -1.43988
F 5.66057 1.10729 -0.20732
F 3.97431 2.44596 1.00566
N 1.44535 -1.47264 0.20759
C 1.84914 -2.64857 0.20308
C 3.17219 -2.95502 -0.43917
C 4.26856 -3.26223 0.35254
C 5.48697 -3.53675 -0.24910
C 5.60064 -3.51711 -1.63431
C 4.49823 -3.21002 -2.41856
C 3.28076 -2.91793 -1.82029
C 1.05896 -3.75773 0.81985
C 1.18899 -5.04727 0.31295
C 0.44682 -6.07963 0.86568
C -0.40897 -5.82115 1.92970
C -0.53252 -4.53276 2.43479
C 0.19504 -3.49018 1.88072
H 4.17049 -3.25933 1.43078
H 6.35219 -3.75255 0.36541
H 6.55686 -3.72118 -2.10083
H 4.59020 -3.17027 -3.49667
H 2.41873 -2.63880 -2.41397
H 1.85893 -5.23929 -0.51599
H 0.53045 -7.08011 0.45925
H -0.99358 -6.62763 2.35799
H -1.21328 -4.31732 3.24949
H 0.05825 -2.47874 2.25590
*
```

For the max |F|, the calculation gives 0.0386 hartree/bohr. Its orbital gap (alpha / beta) is 6.7 / 5.8 eV. The HOMO energy (alpha / beta) comes out at -2.485 / -2.484 eV. For the total energy, the calculation gives -147220.28002 eV.

=====

- What is the formula in the fourth record?
  C5H15NO2